DFT (the ωB97M-V functional and the def2-TZVPD basis) results for a molecular structure, C20H14BrIrN3O4Te.

Calculated values
total energy = -4182.08612 a.u.
M = 760.1 g/mol
⟨S²⟩ = 8.774

```
! RIJCOSX wB97M-V def2-TZVPD def2/J DEFGRID3
* xyz 0 6
Ir -0.076 -0.426 0.417
O -0.694 4.956 0.898
C 0.594 4.806 0.523
C 1.365 5.960 0.406
C 2.684 5.884 0.007
C 3.270 4.653 -0.282
C 2.510 3.508 -0.162
C 1.172 3.560 0.240
C 0.415 2.305 0.366
O 1.042 1.188 0.024
N -0.820 2.322 0.790
N -1.287 1.035 0.802
C -2.549 0.675 1.111
C -2.810 -0.689 1.044
C -4.066 -1.293 1.323
C -4.229 -2.630 1.148
C -3.152 -3.424 0.675
C -1.952 -2.827 0.430
N -1.750 -1.505 0.635
H -1.108 4.071 0.926
H 0.894 6.909 0.630
H 3.265 6.794 -0.081
H 4.303 4.594 -0.596
H 2.937 2.538 -0.377
H -3.281 1.424 1.378
H -4.877 -0.665 1.665
H -5.185 -3.090 1.364
H -3.262 -4.486 0.512
H -1.096 -3.381 0.070
Te 0.740 -0.441 3.111
Br 3.205 -7.997 1.213
C 2.837 -6.443 0.195
C 3.097 -6.449 -1.166
C 2.823 -5.308 -1.910
C 2.291 -4.184 -1.297
C 2.040 -4.195 0.070
C 2.316 -5.329 0.826
C 1.454 -2.987 0.739
O 1.342 -2.962 1.970
O 1.084 -2.067 -0.082
H 3.508 -7.332 -1.637
H 3.026 -5.302 -2.973
H 2.069 -3.293 -1.867
H 2.122 -5.321 1.889
*
```